Entry 1:
98
Properties=species:S:1:pos:R:3:forces:R:3:mulliken_charge:R:1 method="wB97M-V/def2-TZVPD" homo_lumo_gap_ha=0.1448 multiplicity=1 e_homo_ha=-0.148 charge=-1 e_lumo_ev=-0.10
C -1.95594 1.29286 2.05815 0.033 -0.543 -0.312 -1.77
C -1.48186 0.11349 1.17279 -0.233 0.676 0.918 2.75
C -0.86434 -1.01207 2.01597 0.573 -0.192 -1.122 -1.07
C 0.39591 -1.65563 1.36045 -0.810 0.486 1.175 0.58
C 1.70832 -0.98896 1.82791 0.521 -0.437 -1.626 -1.26
C 2.34915 -0.14819 0.69209 -0.261 0.354 1.319 -0.12
C 1.85472 1.30828 0.75756 -0.912 -0.457 -0.605 -0.12
C 1.46251 1.92165 -0.60031 1.184 0.514 0.123 -0.61
C 2.24511 1.38238 -1.81480 -1.055 0.490 0.023 -1.38
C 1.38430 0.51499 -2.72197 0.198 0.855 0.007 0.01
O 0.55946 -0.40234 -2.04822 0.562 -0.137 -0.239 -0.26
B -0.32495 -0.91516 -3.15744 -1.148 -0.391 -0.511 0.16
C -1.92115 -0.93732 -2.73155 0.923 -0.665 0.517 -0.26
C -2.22201 -2.01418 -1.68660 -0.433 0.110 -0.315 0.58
C -3.65257 -2.03269 -1.08675 0.010 0.020 0.524 -1.17
C -4.45740 -0.78562 -1.41432 0.502 -0.549 1.011 -0.49
S -6.07729 -0.77423 -0.66654 -0.711 0.561 -1.910 1.12
O -6.72799 0.44173 -1.02819 0.188 0.967 0.497 -0.58
O -6.80163 -1.93697 -1.05430 0.234 -1.172 0.726 -0.56
Cl -5.80638 -0.70593 1.36936 0.232 -0.217 -0.148 -0.25
B 0.27849 -2.32160 -3.91654 -0.359 -0.481 0.150 0.55
O 1.59727 -2.72299 -3.73825 0.025 -0.461 0.559 -0.78
C -0.56379 -3.25054 -4.92798 1.467 0.000 0.029 -0.41
C 0.16462 -4.57048 -5.23788 -0.726 0.042 -0.098 -1.25
O -0.21738 0.10933 -4.28258 0.288 0.534 0.641 -0.70
C 0.37147 1.24880 -3.61097 -0.118 -1.683 -1.262 0.42
C 0.86284 2.17040 -4.71813 -0.780 0.894 0.526 -0.57
C -0.17999 3.27630 -5.03011 0.196 -0.235 -0.188 -0.72
N -0.87330 3.11303 -6.30824 -0.300 0.267 -0.140 -0.79
H -2.98769 1.10195 2.34431 -0.146 0.232 0.218 0.42
H -1.36000 1.35751 2.96461 0.113 0.141 0.108 0.39
H -1.89613 2.24210 1.53475 -0.099 0.158 -0.071 0.34
H -0.79189 0.48309 0.42541 0.192 -0.147 -0.240 -1.05
H -2.37306 -0.23836 0.66795 0.017 -0.253 -0.426 -0.76
H -1.59794 -1.80471 2.15049 -0.217 0.019 0.346 0.20
H -0.54263 -0.60969 2.96915 -0.235 -0.124 0.405 0.41
H 0.39510 -2.69446 1.68146 0.145 -0.249 -0.150 0.49
H 0.25764 -1.61540 0.28362 0.328 -0.074 -0.178 -0.56
H 1.57463 -0.39517 2.72410 -0.037 0.030 0.247 0.38
H 2.42193 -1.78584 2.03340 0.045 -0.117 0.366 0.38
H 3.42775 -0.14491 0.83212 0.235 -0.162 -0.251 0.34
H 2.08262 -0.63436 -0.23686 0.132 0.117 -0.317 -0.06
H 0.96050 1.29966 1.37688 -0.139 0.195 0.172 -0.01
H 2.55192 1.95319 1.28599 0.337 0.003 -0.030 0.43
H 1.68415 2.98651 -0.54143 -0.106 0.197 0.103 0.38
H 0.39865 1.87355 -0.79115 -0.258 -0.357 -0.001 0.13
H 2.50546 2.25004 -2.42069 0.309 0.026 -0.162 0.45
H 3.17677 0.88815 -1.55786 0.065 -0.116 0.239 0.51
H 2.08013 0.05138 -3.43773 -0.108 -0.376 -0.057 -0.06
H -2.45670 -1.21093 -3.64048 -0.246 0.358 -0.204 0.12
H -2.17637 0.07045 -2.39562 -0.229 0.102 -0.028 0.08
H -2.07209 -2.96826 -2.18767 0.122 -0.223 0.030 0.28
H -1.50955 -1.99282 -0.86785 0.158 0.175 0.105 -0.64
H -4.22217 -2.91356 -1.36894 -0.036 -0.112 -0.231 0.56
H -3.56844 -2.07511 0.00064 -0.032 -0.114 0.144 0.24
H -3.93792 0.08840 -1.03968 -0.111 0.346 -0.130 0.24
H -4.64919 -0.71293 -2.47618 -0.289 0.270 -0.203 0.50
H 1.89792 -2.42269 -2.86595 0.015 0.432 -0.499 0.32
H -0.58877 -2.68341 -5.86054 -0.612 0.168 -0.103 0.29
H -1.56172 -3.41706 -4.53360 -0.272 0.131 -0.135 0.29
H 0.53646 -5.03735 -4.33353 0.277 -0.066 0.148 0.26
H 0.98491 -4.36548 -5.91483 0.362 -0.126 0.037 0.25
H -0.48366 -5.30338 -5.72360 -0.086 -0.010 -0.130 0.37
H -0.46512 1.63489 -3.01892 0.416 0.745 0.371 0.06
H 0.92144 1.57676 -5.61989 0.399 -0.347 -0.089 0.30
H 1.83248 2.62370 -4.51170 0.125 -0.041 0.115 0.36
H 0.27073 4.26674 -4.98762 0.162 0.128 -0.155 0.32
H -0.95099 3.27971 -4.26741 -0.105 0.003 0.217 0.37
H -0.26211 2.72170 -7.01350 0.058 0.019 0.051 0.28
H -1.64137 2.46255 -6.20164 0.118 -0.107 0.008 0.33
C -0.38235 -4.21840 4.73701 0.094 0.192 -0.046 -1.02
C -0.51262 -5.45694 5.22636 -0.296 0.200 -0.183 0.50
C 0.63461 -6.18025 5.86934 0.540 0.069 0.103 0.91
O 0.43702 -7.29834 6.30971 -0.244 -0.028 -0.061 -0.64
C 1.92538 -5.51017 5.93040 -0.140 -0.223 0.073 -0.94
C 2.05761 -4.27242 5.43758 0.345 -0.208 0.154 0.28
C 0.90352 -3.53896 4.81934 -0.597 -0.062 -0.180 1.00
O 1.09427 -2.41160 4.41036 0.274 0.023 0.213 -0.53
O 3.20686 -3.60702 5.45890 -0.200 0.209 -0.118 -0.60
O -1.65843 -6.13230 5.18158 0.189 -0.198 0.159 -0.58
H -1.20150 -3.68631 4.27309 -0.004 -0.012 -0.006 0.51
H 2.74862 -6.04687 6.37996 0.015 0.019 -0.002 0.42
H 3.02212 -2.74196 5.03927 0.020 -0.033 -0.004 0.37
H -1.47712 -6.99515 5.60305 -0.020 0.038 -0.024 0.35
C 1.85161 7.69996 2.66990 0.177 0.080 0.196 -0.95
C 1.21493 6.77638 1.93774 -0.073 0.415 -0.064 0.30
C 1.47438 5.30815 2.11589 0.331 -0.392 0.293 1.02
O 0.84749 4.52725 1.43065 -0.196 0.191 -0.130 -0.53
C 2.46909 4.89808 3.09983 -0.133 -0.081 -0.132 -1.01
C 3.10571 5.82252 3.82710 0.067 -0.397 0.026 0.42
C 2.82732 7.28807 3.66698 -0.312 0.353 -0.307 0.93
O 3.43399 8.06992 4.37782 0.152 -0.166 0.128 -0.64
O 4.02530 5.51444 4.74051 -0.010 0.306 0.026 -0.59
O 0.31667 7.08697 1.01201 0.004 -0.321 -0.002 -0.60
H 1.67125 8.75890 2.55189 -0.024 -0.004 -0.015 0.42
H 2.65966 3.83931 3.20795 0.000 0.002 0.008 0.50
H 4.32140 6.36622 5.11726 -0.016 -0.041 -0.012 0.35
H 0.01140 6.23611 0.63588 -0.002 0.043 -0.002 0.36

***

Entry 2:
101
Properties=species:S:1:pos:R:3:forces:R:3:mulliken_charge:R:1 method="wB97M-V/def2-TZVPD" homo_lumo_gap_ha="0.2336 / 0.2459" multiplicity=2 e_homo_ha="-0.244 / -0.281" charge=0 e_lumo_ev="-0.28 / -0.95"
Lu 2.72856 0.10919 -0.04717 -0.351 -1.565 0.190 0.23
C 0.01226 1.51459 4.14833 0.034 -0.012 -0.044 -1.84
C -0.43574 1.49329 2.72843 -0.626 0.817 -0.211 -0.34
C -1.22424 2.49189 2.19523 0.615 -0.743 0.272 -0.77
C -1.58474 2.42789 0.83873 0.120 -0.176 0.145 -0.13
N -1.23834 1.42339 0.07793 -0.064 -0.132 -0.412 -0.57
N -0.45594 0.44249 0.56023 -0.236 1.249 1.690 1.05
B -0.06794 -0.66231 -0.30727 0.464 -0.442 -0.799 -1.08
N -0.25004 -2.05561 0.25933 0.151 -1.118 0.082 0.25
N -1.39124 -2.18731 0.92693 -0.533 0.184 0.213 0.07
C -1.73734 -3.33301 1.42933 0.061 0.009 -0.128 0.35
C -0.94044 -4.49101 1.24113 0.582 0.315 -0.365 -0.79
C 0.25536 -4.37341 0.58903 -0.698 -0.152 0.276 0.16
C 1.18176 -5.51711 0.37233 0.022 -0.013 0.013 -1.88
C 0.63496 -3.07891 0.12163 0.223 0.766 -0.238 0.83
S 2.16406 -2.80171 -0.53707 0.124 0.451 0.277 -0.29
C -3.02444 -3.37831 2.22013 -0.155 0.125 0.113 2.37
C -2.69434 -3.84791 3.64183 -0.049 0.066 -0.190 -1.77
C -3.64024 -1.98131 2.28753 0.051 -0.220 0.008 -1.87
C -4.00024 -4.35331 1.55033 0.158 0.150 0.089 -1.62
N -0.55954 -0.55501 -1.74947 0.436 0.218 -0.585 0.51
N -1.88404 -0.62471 -1.78037 -0.921 -0.180 0.169 -0.41
C -2.53884 -0.50771 -2.89497 0.205 -0.078 0.041 0.01
C -1.84774 -0.32031 -4.11997 0.624 0.027 0.224 -0.63
C -0.48434 -0.28851 -4.11847 -0.616 -0.045 -0.059 0.27
C 0.32346 -0.13711 -5.35567 0.029 0.035 -0.027 -1.87
C 0.19946 -0.40221 -2.86197 0.352 -0.018 0.517 0.85
S 1.88136 -0.35291 -2.80907 0.363 0.141 0.140 -0.26
C -4.04904 -0.59511 -2.84187 -0.173 -0.062 0.126 2.60
C -4.63704 0.77669 -3.19857 0.098 -0.224 0.056 -1.61
C -4.50394 -1.00561 -1.44117 0.068 0.108 -0.205 -1.77
C -4.53334 -1.64931 -3.84557 0.083 0.149 0.144 -1.93
C 0.00886 0.48009 1.86803 0.202 -0.738 -0.698 1.52
S 1.19746 -0.65141 2.33293 0.272 0.273 -0.267 -0.36
C -2.49574 3.46119 0.20893 -0.195 0.095 -0.283 2.42
C -3.89684 2.83969 0.15553 0.147 0.061 -0.018 -1.42
C -2.00124 3.77889 -1.20357 -0.027 -0.083 0.092 -1.61
C -2.56864 4.75629 1.01943 0.061 -0.221 -0.072 -2.26
H -0.50224 2.29739 4.69743 -0.036 0.069 0.073 0.45
H 1.08696 1.68619 4.19093 0.088 -0.013 0.049 0.32
H -0.17454 0.55009 4.61513 0.008 -0.051 0.100 0.34
H -1.51564 3.32189 2.81433 -0.123 0.110 0.071 0.47
H -1.26454 -5.44841 1.62083 -0.005 -0.080 0.054 0.42
H 0.75596 -6.44721 0.73763 -0.072 -0.062 0.019 0.40
H 2.12616 -5.32621 0.87813 0.095 -0.008 0.041 0.37
H 1.41606 -5.60451 -0.68657 0.039 -0.081 -0.081 0.37
H -2.00124 -3.15131 4.10833 0.083 0.041 0.106 0.34
H -2.23874 -4.83451 3.63573 0.039 -0.150 0.083 0.35
H -3.60264 -3.88841 4.23833 -0.091 -0.036 0.094 0.47
H -2.94364 -1.29351 2.75823 0.035 0.168 0.049 0.28
H -4.55874 -2.00491 2.86813 -0.136 -0.055 0.088 0.54
H -3.85554 -1.61061 1.29153 -0.065 0.121 -0.115 0.20
H -3.59344 -5.36091 1.52553 0.002 -0.169 -0.020 0.33
H -4.21224 -4.04371 0.52933 -0.043 0.034 -0.122 0.24
H -4.93534 -4.37671 2.10373 -0.130 -0.036 0.069 0.48
H -2.39274 -0.21301 -5.04527 -0.041 0.008 -0.105 0.41
H -0.30484 -0.08041 -6.23987 -0.079 -0.006 -0.047 0.42
H 1.01096 -0.97661 -5.43887 0.077 -0.042 -0.107 0.38
H 0.93816 0.75749 -5.27837 0.081 0.068 -0.071 0.34
H -4.28464 1.53419 -2.50337 0.018 0.112 0.021 0.17
H -5.72264 0.73489 -3.14457 -0.129 0.027 -0.030 0.49
H -4.35274 1.07229 -4.20537 0.012 0.096 -0.145 0.39
H -4.12894 -0.31061 -0.69617 0.017 0.020 0.134 -0.11
H -4.12334 -1.99581 -1.20277 0.042 -0.101 0.126 0.45
H -5.59064 -1.02581 -1.39767 -0.132 -0.003 -0.019 0.50
H -4.31404 -1.35931 -4.86957 0.000 -0.014 -0.156 0.36
H -5.60974 -1.77091 -3.75077 -0.126 -0.028 -0.035 0.47
H -4.05784 -2.60741 -3.64507 0.013 -0.125 -0.018 0.38
H -3.87954 1.93489 -0.44357 -0.034 -0.109 -0.064 -0.07
H -4.60434 3.54569 -0.27397 -0.113 0.059 -0.078 0.45
H -4.23374 2.57859 1.15673 -0.093 -0.044 0.125 0.39
H -1.85504 2.86119 -1.76617 0.006 -0.035 -0.116 0.14
H -1.04974 4.30349 -1.15837 0.147 0.044 -0.054 0.41
H -2.72004 4.40979 -1.72227 -0.095 0.082 -0.041 0.47
H -3.07344 4.60219 1.97003 -0.034 0.038 0.155 0.37
H -3.14194 5.49159 0.46023 -0.055 0.079 -0.058 0.46
H -1.57824 5.16509 1.20193 0.130 0.101 0.045 0.46
C 8.94156 0.79799 2.89843 -0.364 -0.058 -0.191 -1.39
C 7.44976 0.94669 2.66413 0.153 0.197 0.333 -0.12
O 7.07816 0.17479 1.51163 -0.132 -0.255 -0.183 -0.26
P 5.59396 0.36229 0.93403 0.619 0.779 0.048 1.11
S 5.28236 -1.05341 -0.44247 -0.670 0.420 0.374 -0.43
S 4.25616 0.60769 2.38023 0.152 -0.346 -1.066 -0.44
O 5.66466 1.78989 0.15293 0.066 -0.560 0.757 -0.20
C 6.59056 1.89599 -0.93757 0.170 -0.017 -0.281 -0.21
C 7.27566 3.24419 -0.85667 -0.233 -0.333 0.090 -1.33
H 9.23236 1.41529 3.74503 0.063 0.041 0.065 0.40
H 9.49966 1.11019 2.01843 0.056 0.066 -0.032 0.33
H 9.19056 -0.23751 3.11263 0.042 -0.099 0.035 0.32
H 7.18026 1.99769 2.50403 0.027 -0.125 -0.018 0.30
H 6.87486 0.57859 3.51993 0.085 0.072 -0.073 0.32
H 6.02466 1.79099 -1.86847 0.060 -0.027 0.103 0.27
H 7.31516 1.07559 -0.87537 -0.052 0.175 -0.129 0.45
H 6.52806 4.03109 -0.86927 -0.042 0.163 -0.013 0.29
H 7.94286 3.36729 -1.70407 0.122 0.065 -0.098 0.41
H 7.84476 3.31319 0.06723 0.104 0.081 0.057 0.29
F 1.15686 2.02259 -1.27737 -0.234 0.283 -0.098 0.08
B 2.27486 2.65799 -0.73917 -0.555 -0.132 -0.203 0.17
F 3.40156 1.93819 -1.26687 0.152 -0.152 0.075 -0.25
F 2.23616 2.24219 0.64793 0.121 -0.046 0.178 -0.36
F 2.34486 3.97009 -0.91377 0.093 0.760 -0.029 -0.26